Record 1
Below is a structure of composition C15H31IP2Pd, with properties calculated with ωB97M-V with the def2-TZVPD basis set.

The relative energy (zero: lowest compared OMol25 entry of this formula, charge and spin) comes out at 2.4283 eV. Its charge is +2. Its electronic energy is -1697.5042 Eh. As for the HOMO energy (spin up / spin down): -12.028 / -14.480 eV. The calculation puts the HOMO-LUMO gap (spin up / spin down) at 0.226 / 0.175 hartree. As for the multiplicity: 5. The LUMO energy (spin up / spin down) is -5.9 / -9.7 eV.

Element x y z (Å)
P: 0.798460 0.717638 -5.651530
P: -2.362463 -0.818135 -5.324707
C: -0.188218 -0.074975 -7.050429
C: -1.719571 -0.062374 -6.936080
H: 0.197720 -1.118818 -7.124133
H: 0.131295 0.545074 -7.913993
H: -2.125842 0.971935 -7.006299
H: -2.155191 -0.721852 -7.720231
C: -2.272328 -2.576684 -5.828918
H: -2.616216 -3.176847 -4.976351
H: -1.251597 -2.891019 -6.104108
H: -2.954892 -2.684045 -6.686314
C: -4.118872 -0.432947 -5.519613
H: -4.467158 -1.000920 -6.391191
H: -4.244135 0.647794 -5.667840
H: -4.636055 -0.753874 -4.612330
C: 2.388302 0.460447 -6.442320
H: 3.161490 0.876329 -5.792511
H: 2.268490 1.024076 -7.377987
H: 2.526582 -0.611187 -6.621250
C: 0.490498 2.452868 -6.115585
H: -0.570581 2.753452 -6.130825
H: 0.934070 2.525896 -7.119052
H: 1.038736 3.074894 -5.397282
Pd: 0.701976 0.920361 -0.722006
C: -2.474174 -0.718655 -2.703045
C: -1.489015 -1.664055 -2.626256
C: -0.204708 -1.595605 -3.397574
C: 1.235772 -1.023945 -3.108197
C: 1.442170 0.428964 -2.883017
C: 0.441223 1.438157 -2.864097
C: -0.911618 1.326679 -3.500507
C: -2.167311 0.780121 -2.791612
C: 1.320449 0.784448 1.042254
H: -3.420095 -0.899899 -2.160145
H: -1.594164 -2.453932 -1.887455
H: -0.472803 -1.089826 -4.338965
H: 0.036679 -2.616059 -3.745155
H: 1.774927 -1.531369 -2.292519
H: 1.788043 -1.341722 -4.032271
H: 2.491289 0.798768 -2.899840
H: 0.808477 2.458744 -2.623822
H: -0.777806 0.833894 -4.500806
H: -1.170026 2.359665 -3.795556
H: -2.168533 1.181310 -1.760410
H: -2.952243 1.305085 -3.379134
H: 0.705544 1.377767 1.704520
H: 2.033094 1.420275 0.510154
H: 1.826318 -0.103252 1.415455
I: -0.933869 -0.776755 0.551022

Atomic forces in eV per Å
P -0.2 0.7 -2.7
P -1.1 -0.7 -1.9
C -0.3 -0.7 0.7
C 0.3 0.3 0.6
H -0.3 0.7 -0.3
H -0.1 -0.6 0.3
H 0.2 -0.7 -0.1
H 0.1 0.6 0.4
C 0.1 0.0 0.6
H 0.0 -0.1 -0.4
H -0.4 0.2 0.1
H 0.3 -0.2 0.3
C 0.1 0.1 0.3
H -0.2 0.3 0.2
H -0.1 -0.3 0.0
H -0.2 0.1 -0.3
C 0.4 -0.2 0.7
H 0.3 -0.1 -0.4
H 0.5 -0.3 0.2
H 0.3 0.3 0.0
C 0.0 0.3 0.7
H 0.5 -0.2 0.0
H -0.2 0.3 0.4
H -0.1 0.2 -0.4
Pd -1.6 -0.6 -4.2
C 0.7 1.0 0.4
C 0.8 0.6 0.9
C 1.0 -0.3 -1.0
C 0.1 -1.1 -0.1
C -0.7 1.9 0.1
C 1.2 -0.7 -0.1
C -0.6 0.6 -0.2
C -0.3 0.7 -1.0
C 2.1 0.3 3.2
H 0.4 -0.1 -0.6
H -0.3 -0.4 -0.6
H 0.2 -0.2 0.2
H -0.3 0.1 0.3
H -0.4 -0.1 -0.2
H -0.2 0.2 0.7
H -0.7 -0.5 0.4
H -0.3 -0.5 -0.4
H -0.7 0.2 0.9
H 0.0 -0.4 0.2
H -0.2 -0.2 -0.4
H -0.1 -0.5 0.8
H 0.1 -0.2 0.6
H 1.3 0.7 0.5
H -0.4 0.1 0.4
I -0.9 -0.5 -0.2

***

Record 2
Below is a structure of composition C15H31NNiO2, with properties calculated with ωB97M-V with the def2-TZVPD basis set.

Its charge is +2. Its electronic energy is -2302.8330 Eh. As for the HOMO energy (spin up / spin down): -15.737 / -15.733 eV. The calculation puts the HOMO-LUMO gap (spin up / spin down) at 0.265 / 0.140 hartree. As for the multiplicity: 3. The LUMO energy (spin up / spin down) is -8.5 / -11.9 eV.

Element x y z (Å)
C: 3.802487 -1.044167 0.482038
C: 3.298932 -0.237727 -0.716761
C: 3.668301 1.259001 -0.595558
C: 2.498338 2.107591 -0.054027
C: 1.710343 2.745426 -1.186390
C: 0.249740 2.110211 -1.379857
C: -0.813426 3.105394 -0.742263
C: -1.599932 2.208321 0.281867
C: -0.865402 2.151143 1.635165
C: -0.641132 0.758652 2.294441
C: -1.640681 -0.369228 1.932141
C: -0.983175 -1.409001 0.959360
C: -1.770614 -1.631866 -0.340907
C: -1.354067 -2.959094 -1.049733
N: -2.229066 -4.087648 -0.721855
C: -3.548839 -3.982900 -1.188121
O: -4.444520 -4.280870 -0.527578
O: -3.688136 -3.533148 -2.447941
H: 4.863759 -0.882073 0.637704
H: 3.658813 -2.106102 0.283430
H: 3.245747 -0.802553 1.385935
H: 3.744641 -0.640776 -1.621575
H: 2.216046 -0.375555 -0.816552
H: 4.019890 1.577648 -1.575294
H: 4.478666 1.320555 0.128307
H: 1.857579 1.457457 0.538676
H: 2.890497 2.914851 0.556448
H: 2.209868 2.498919 -2.147166
H: 1.610150 3.821273 -1.081262
H: 0.263599 1.162384 -0.853107
H: -0.000232 1.865874 -2.406239
H: -1.469765 3.374686 -1.563761
H: -0.369464 3.972413 -0.272385
H: -1.733890 1.246668 -0.201760
H: -2.573996 2.692539 0.428450
H: -1.352410 2.825993 2.332147
H: 0.120798 2.581642 1.477125
H: -0.734305 0.920708 3.364616
H: 0.397720 0.476016 2.141408
H: -2.574154 -0.000133 1.524362
H: -1.842388 -0.912381 2.859819
H: -0.807350 -2.404334 1.463053
H: 0.002597 -1.079841 0.654380
H: -1.522236 -0.844728 -1.049600
H: -2.845592 -1.578707 -0.157286
H: -0.323743 -3.165581 -0.761705
H: -1.325971 -2.793411 -2.117212
H: -2.262109 -4.126747 0.291874
H: -3.669368 -2.567672 -2.478859
Ni: -1.822550 -3.339125 2.402011

Atomic forces in eV per Å
C -0.4 -0.2 -0.4
C 0.3 0.1 0.1
C -0.6 -1.2 -0.3
C -0.1 0.7 0.1
C -0.1 0.1 0.7
C 0.1 -1.3 -0.2
C -0.5 -0.4 0.0
C 1.4 0.4 0.3
C 0.1 -0.6 -0.3
C -0.9 0.8 0.3
C 1.7 -0.6 -0.1
C -1.6 0.8 -0.5
C 0.5 -0.7 -0.2
C -0.1 0.5 0.1
N 1.0 1.2 -0.2
C 2.3 1.0 -1.3
O -3.4 -1.4 2.7
O 0.5 0.2 -0.8
H 0.1 0.0 0.1
H 0.0 -0.1 0.1
H 0.1 0.1 0.2
H 0.0 -0.1 -0.1
H 0.0 0.1 -0.1
H 0.2 0.4 0.1
H 0.2 0.5 -0.1
H 0.1 0.0 0.3
H -0.1 0.0 0.4
H -0.7 0.2 -0.5
H 0.6 0.2 -0.2
H 0.1 -0.1 0.1
H -0.1 0.3 -0.2
H 0.2 0.5 -0.3
H -0.2 0.2 0.1
H -0.4 -0.2 0.2
H -0.1 0.1 -0.4
H -0.2 0.0 0.1
H 0.1 0.1 0.2
H 0.2 0.1 0.1
H 0.0 -0.4 -0.1
H -0.1 0.1 0.0
H -0.4 0.3 0.1
H 0.8 0.1 -0.3
H 0.5 -0.3 0.4
H 0.0 0.4 0.2
H -0.1 -0.1 -0.1
H 0.0 -0.4 0.0
H -0.2 -0.3 -0.3
H -0.2 -0.8 0.0
H -0.1 -0.1 -0.1
Ni -0.4 -0.2 0.3

***

Record 3
Below is a cluster of 2 separate species, C15H32B2FIN2O5 in total, with properties calculated with ωB97M-V with the def2-TZVPD basis set.

Its charge is 0. Its electronic energy is -1523.8385 Eh. As for the HOMO energy: -7.757 eV. The calculation puts the HOMO-LUMO gap at 0.267 hartree. The LUMO energy is -0.5 eV.

Element x y z (Å)
N: -2.847141 2.400660 4.856420
C: -1.706120 2.034187 5.724087
O: -1.044840 2.953367 6.235099
C: -1.402931 0.481806 5.886856
C: 0.135361 0.081294 5.718766
C: 0.664404 -0.011208 4.215186
I: -0.542899 0.755065 2.564586
C: 1.201464 -1.438710 3.650565
O: 1.965761 -0.918312 2.518255
B: 2.759908 0.135926 3.195031
F: 3.987299 -0.566137 3.587631
C: 3.185819 1.471046 2.324682
B: 3.131359 1.278964 0.722059
O: 4.375996 0.970464 0.029421
O: 1.917700 1.392613 -0.047868
O: 1.941869 0.681458 4.303922
H: -2.498632 2.867152 3.999116
H: -3.215384 1.500399 4.494927
H: -1.688700 0.211870 6.968321
H: -2.024011 -0.195017 5.222059
H: 0.747409 0.769964 6.376953
H: 0.243183 -0.975082 6.160546
H: 0.332081 -1.987257 3.168320
H: 1.800234 -2.012391 4.424035
H: 4.215578 1.828647 2.658139
H: 2.441755 2.298333 2.622155
H: 4.803696 1.841690 -0.085829
H: 1.353296 2.066775 0.379087
C: -2.205440 1.316962 -1.274639
C: -1.607253 -0.059318 -0.986175
C: -0.343891 -0.380647 -1.784892
N: -0.556356 -1.059234 -3.151146
C: 0.828348 -1.100193 -3.813609
C: 0.779582 -1.559877 -5.261635
C: -0.176988 -0.710199 -6.079784
C: -1.560339 -0.725648 -5.454946
C: -1.529610 -0.265015 -4.005063
C: -1.056378 -2.470213 -2.928096
H: -2.767512 1.339929 -2.209443
H: -2.900980 1.594494 -0.479336
H: -1.429838 2.085499 -1.322564
H: -2.377570 -0.828549 -1.082919
H: -1.311669 -0.057204 0.063454
H: 0.285031 -1.067638 -1.212043
H: 0.233716 0.529910 -1.963039
H: 1.233092 -0.085966 -3.765237
H: 1.458363 -1.758436 -3.211252
H: 1.783183 -1.488515 -5.690691
H: 0.495550 -2.614516 -5.323795
H: -0.225828 -1.082687 -7.106536
H: 0.192798 0.319027 -6.132578
H: -1.994102 -1.728039 -5.529276
H: -2.221853 -0.065084 -6.022697
H: -2.521294 -0.377980 -3.565427
H: -1.218138 0.781502 -3.951504
H: -2.039447 -2.427345 -2.462243
H: -0.347996 -2.987997 -2.281382
H: -1.130696 -2.984586 -3.884034

Atomic forces in eV per Å
N 1.2 -1.9 0.0
C 0.6 2.0 -0.5
O -1.5 -3.0 -1.1
C 0.1 -0.4 1.1
C -1.4 -0.4 0.1
C 4.3 -0.5 2.9
I -0.6 0.4 0.1
C -1.5 1.5 -1.9
O -0.6 -0.6 2.0
B 1.9 0.0 -0.9
F -0.8 0.8 0.5
C -0.2 1.6 -1.4
B 0.7 -0.1 0.8
O -1.8 1.0 0.0
O 1.3 0.6 0.5
O -2.5 -1.8 -0.4
H -0.1 0.1 1.0
H 0.1 0.8 0.3
H 0.4 0.5 -1.5
H 0.5 1.1 0.6
H -0.5 -0.7 -1.3
H -0.1 1.5 -0.7
H 1.0 0.1 1.0
H -0.7 0.8 -0.9
H -1.2 -0.6 -0.4
H 0.9 -1.1 -0.3
H 0.0 -0.8 0.1
H 0.3 -0.9 0.1
C -0.2 0.0 -0.1
C 0.0 0.3 -0.2
C -0.2 -0.2 0.1
N 0.4 -0.1 0.2
C -0.2 -0.1 -0.1
C 0.0 -0.1 -0.1
C 0.0 0.0 -0.2
C 0.0 -0.1 -0.1
C 0.1 -0.2 -0.1
C 0.1 0.5 -0.2
H 0.0 0.1 0.0
H 0.1 0.0 -0.1
H 0.0 -0.1 0.0
H 0.1 -0.1 0.0
H 0.1 -0.2 -0.1
H 0.1 0.1 -0.2
H 0.0 -0.2 0.0
H -0.1 -0.1 0.1
H -0.1 0.2 0.1
H 0.0 0.0 0.2
H 0.0 0.0 0.0
H 0.0 0.1 0.1
H 0.0 0.0 0.0
H 0.0 0.1 0.0
H -0.1 0.0 0.2
H 0.2 0.1 0.2
H 0.0 -0.1 0.1
H 0.1 0.0 0.0
H -0.1 0.1 0.0
H 0.0 0.1 0.1

***

Record 4
Below is a cluster of 3 separate species, C15H32B3BrN2O9 in total, with properties calculated with ωB97M-V with the def2-TZVPD basis set.

Its charge is 0. Its electronic energy is -4026.2004 Eh. As for the HOMO energy: -9.121 eV. The calculation puts the HOMO-LUMO gap at 0.341 hartree. The LUMO energy is 0.2 eV.

Element x y z (Å)
C: -0.817117 -4.129570 0.019777
C: -2.023186 -5.167767 0.088467
O: -2.702635 -4.930925 1.365199
C: -3.084711 -5.049606 -1.097068
O: -3.714966 -3.744913 -1.013439
B: -3.378643 -2.885055 -2.098566
O: -4.304255 -1.787051 -2.380329
B: -3.467664 -0.609071 -2.199519
C: -3.738552 0.560239 -1.119176
C: -2.550901 0.470623 -0.027856
O: -3.046833 0.671436 1.344481
C: -2.072296 -0.012785 2.146583
O: -0.979930 0.535438 2.348241
O: -2.260118 -0.481074 -3.018540
B: -1.499741 -1.670746 -2.756939
C: 0.037040 -1.740832 -2.252589
C: 1.092762 -0.960328 -3.166033
C: 2.539534 -1.154061 -2.439943
Br: 0.715494 0.989190 -3.190893
O: -2.200320 -2.946562 -2.919777
H: -0.105653 -4.478617 -0.793075
H: -0.244834 -4.216768 1.015837
H: -1.135890 -3.042261 -0.067052
H: -1.645586 -6.250484 0.153249
H: -2.366406 -4.109822 1.769316
H: -2.690197 -5.328638 -2.123863
H: -3.909859 -5.816092 -0.856729
H: -3.605368 1.553480 -1.655022
H: -4.725797 0.489863 -0.565845
H: -2.143557 -0.601186 -0.078832
H: -1.685743 1.182572 -0.252223
H: -2.245906 -1.059826 2.559753
H: 0.356700 -2.846223 -2.266072
H: 0.103280 -1.411801 -1.164710
H: 1.117336 -1.434996 -4.197462
H: 2.409107 -0.915266 -1.327003
H: 2.740594 -2.280755 -2.486953
H: 3.333483 -0.526454 -2.947496
C: 5.174082 1.608408 -1.558832
O: 5.506723 0.473717 -1.842128
N: 5.105102 2.649084 -2.434313
C: 4.696688 3.976117 -2.020965
C: 5.451253 2.421385 -3.823984
H: 4.890738 1.888876 -0.531580
H: 3.806687 4.267168 -2.584387
H: 5.506894 4.679623 -2.228352
H: 4.467755 3.999258 -0.954633
H: 4.791525 1.654507 -4.237019
H: 6.482172 2.064323 -3.883062
H: 5.348382 3.341839 -4.399006
C: 0.423626 4.608314 5.730014
O: 0.347419 5.597248 6.433356
N: -0.501129 3.609914 5.674066
C: -0.339993 2.458746 4.807861
C: -1.683857 3.702049 6.507457
H: 1.281285 4.440219 5.058676
H: -1.179877 2.417004 4.111378
H: -0.326161 1.553030 5.419542
H: 0.590243 2.521923 4.241936
H: -2.230152 4.614128 6.255554
H: -1.380874 3.754631 7.555938
H: -2.327197 2.835186 6.354584

Atomic forces in eV per Å
C 0.3 -1.2 0.5
C 0.3 0.6 0.4
O 0.3 0.0 -0.8
C -0.3 -1.3 1.5
O 1.3 0.6 -3.1
B -1.4 0.0 -0.2
O 3.3 0.6 1.7
B -0.7 -0.1 -1.4
C 0.6 0.4 0.5
C 0.0 -0.6 -1.1
O 1.6 -2.0 0.3
C 2.6 2.5 0.0
O -3.2 -1.9 -0.4
O -0.4 -2.2 2.6
B -0.6 -0.4 -1.1
C 0.2 -0.2 -0.8
C 1.2 -1.4 1.9
C -1.4 -0.4 -0.3
Br 0.1 -0.8 -0.3
O -0.5 1.5 2.3
H -0.8 0.9 0.9
H -0.8 0.1 -1.5
H 0.2 -1.5 -0.2
H -0.4 1.6 -0.3
H -0.2 -0.6 -0.5
H -0.1 0.7 1.3
H 1.2 1.2 -0.3
H -0.5 -1.1 0.7
H 1.2 0.1 -0.8
H -0.3 1.3 0.1
H -1.3 -1.0 0.4
H -0.6 1.3 -0.7
H -0.5 1.6 0.0
H 0.0 -0.1 -1.3
H -0.2 1.1 1.1
H 0.4 0.0 -1.7
H 0.1 1.6 -0.1
H -0.8 -1.0 0.8
C 0.0 0.3 -0.3
O 0.0 0.1 -0.2
N 0.0 -0.4 0.6
C 0.1 -0.1 -0.2
C 0.1 -0.3 0.1
H 0.0 0.1 0.0
H 0.0 0.2 0.1
H -0.1 0.1 0.1
H 0.0 -0.1 -0.1
H 0.1 0.1 -0.1
H -0.1 0.0 -0.2
H 0.0 -0.1 0.1
C -0.3 -0.2 0.0
O -0.2 -0.2 0.0
N 0.6 0.4 -0.1
C -0.3 0.1 0.2
C 0.2 0.3 0.1
H 0.0 -0.1 -0.1
H 0.1 -0.2 -0.1
H 0.0 -0.1 -0.2
H -0.1 0.0 0.1
H -0.1 -0.1 0.1
H -0.2 0.0 0.0
H 0.1 0.1 -0.1